Molecular formula: C6H11O
Method: DFT, ωB97M-V/def2-TZVPD

```
18
Properties=species:S:1:pos:R:3:forces:R:3
C -1.977 -1.809 0.735 0.2 -0.7 1.0
C -0.753 -1.001 0.480 -0.5 1.0 0.6
C -0.018 -1.086 -0.597 -0.1 0.2 -2.1
C 0.768 0.030 -1.228 1.0 0.4 0.6
C 1.504 1.020 -0.326 -0.4 -0.7 1.8
C 0.701 2.022 0.606 -0.4 -0.4 -1.4
O 0.045 1.477 1.632 0.2 0.1 0.4
H -1.759 -2.808 1.093 0.3 -0.4 0.6
H -2.543 -2.038 -0.135 -0.6 0.3 -1.1
H -2.642 -1.345 1.467 0.1 0.0 -0.1
H -0.554 -0.080 1.078 -0.1 -0.3 0.2
H -0.200 -1.827 -1.377 -0.3 -0.5 0.2
H 0.099 0.616 -1.865 -0.2 -0.1 -0.2
H 1.522 -0.417 -1.891 -0.1 0.0 -0.1
H 2.266 1.527 -0.890 0.3 0.6 -0.5
H 2.040 0.456 0.449 0.2 -0.3 -0.2
H 1.519 2.733 0.880 -0.2 0.4 0.1
H -0.018 2.530 -0.111 0.4 0.4 0.1
```
Forces are in eV/Å.

As for the net charge: -1. Its HOMO energy is -2.474 eV. Its SMILES is C/C=C/CCC[O-]. Its spin multiplicity is 1. The molecular weight is 99.15 g mol⁻¹. Its gap between HOMO and LUMO is 6.59 eV. As for the largest force on an atom: 2.1 eV/Å. The value obtained for the lowest unoccupied orbital energy is 4.12 eV.

---

Molecular formula: C6H11O
Method: DFT, ωB97M-V/def2-TZVPD

```
18
Properties=species:S:1:pos:R:3:forces:R:3
O -2.374 -1.291 -0.407 -1.4 -0.8 -0.3
C -1.416 -0.444 -0.065 2.0 0.3 -0.1
C -0.685 0.130 -1.311 -0.1 0.4 0.2
C 0.437 1.103 -0.917 0.2 -0.2 0.1
C 1.429 0.447 0.065 -0.1 0.1 0.1
C 0.715 -0.111 1.314 0.1 0.0 -0.2
C -0.406 -1.088 0.925 -0.1 0.4 0.3
H -1.924 0.389 0.452 -0.1 0.1 0.1
H -0.284 -0.704 -1.893 0.1 -0.1 0.2
H -1.419 0.621 -1.961 0.1 0.0 0.2
H 0.966 1.460 -1.813 -0.1 -0.2 0.2
H 0.003 1.998 -0.454 0.0 -0.1 0.0
H 1.952 -0.370 -0.445 -0.1 0.0 0.0
H 2.208 1.166 0.360 -0.2 -0.1 0.0
H 1.439 -0.605 1.979 -0.2 0.1 -0.2
H 0.297 0.719 1.896 0.0 0.0 -0.1
H -0.948 -1.434 1.813 0.0 0.1 -0.1
H 0.010 -1.987 0.462 0.0 0.1 -0.2
```
Forces are in eV/Å.

Its HOMO energy (spin up / spin down) is -9.961 / -9.529 eV. Its spin multiplicity is 2. The molecular weight is 99.15 g mol⁻¹. Its gap between HOMO and LUMO (spin up / spin down) is 11.09 / 8.19 eV. As for the largest force on an atom: 2.1 eV/Å. As for the expectation value of S²: 0.75. The value obtained for the lowest unoccupied orbital energy (spin up / spin down) is 1.13 / -1.34 eV.

---

Molecular formula: C6H11O2PS2
Method: DFT, ωB97M-V/def2-TZVPD

```
22
Properties=species:S:1:pos:R:3:forces:R:3
C 3.002 0.490 0.452 -1.5 0.1 -0.6
C -2.201 -0.383 -1.070 1.4 0.4 -1.5
C -2.443 0.982 -1.730 1.1 1.5 1.1
C -1.736 -0.261 0.363 1.4 -0.3 0.4
C -1.404 1.867 -1.099 3.8 -0.8 0.2
C 4.112 0.897 1.394 -0.4 1.2 1.1
O -2.357 2.061 1.420 -0.2 0.4 -0.5
O 0.079 1.534 1.229 -3.2 0.4 -0.7
P 1.828 1.648 -0.115 2.9 -1.1 0.4
S 0.808 0.627 -1.602 -1.7 0.7 0.3
S -1.312 1.472 0.627 2.4 -1.5 1.4
H 2.938 -0.620 0.292 -0.2 1.2 -0.1
H -3.108 -0.890 -1.160 -1.2 -1.5 -0.2
H -1.328 -0.816 -1.694 -1.8 0.2 1.1
H -2.220 0.952 -2.788 -0.7 0.0 -0.3
H -3.388 1.462 -1.429 -0.2 -0.5 -0.6
H -2.400 -0.450 1.210 -0.3 -0.3 -0.5
H -0.819 -0.906 0.420 -0.7 0.9 0.5
H -0.777 2.726 -1.394 -1.3 -0.1 -0.2
H 4.288 2.050 1.344 0.0 -2.2 0.3
H 5.020 0.309 1.234 0.1 0.5 -0.5
H 3.857 0.593 2.468 0.0 0.7 -1.2
```
Forces are in eV/Å.

Its HOMO energy (spin up / spin down) is -7.677 / -7.728 eV. Its spin multiplicity is 1. The molecular weight is 210.26 g mol⁻¹. Its gap between HOMO and LUMO (spin up / spin down) is 5.91 / 6.02 eV. As for the largest force on an atom: 3.9 eV/Å. The value obtained for the lowest unoccupied orbital energy (spin up / spin down) is -1.76 / -1.71 eV.

---

Molecular formula: C6H11P
Method: DFT, ωB97M-V/def2-TZVPD

```
18
Properties=species:S:1:pos:R:3:forces:R:3
C 1.928 -0.512 -1.172 0.7 0.4 -1.7
C 1.808 -0.152 0.284 -3.6 -0.3 -0.5
C 1.229 1.228 0.441 -0.4 -1.3 0.4
C -0.078 1.516 0.135 0.4 0.6 -1.3
C -1.042 0.768 -0.519 1.4 0.7 -0.3
P -1.608 -0.774 -0.438 0.7 -1.2 1.6
C -2.605 -0.784 1.084 -1.2 0.6 0.9
H 2.973 -0.335 -1.512 -0.7 0.1 0.0
H 1.715 -1.576 -1.419 -0.1 0.8 0.2
H 1.253 0.202 -1.714 0.6 -1.1 -0.1
H 2.669 -0.342 0.781 2.8 -0.1 1.7
H 1.086 -0.882 0.683 0.0 0.3 0.3
H 1.892 2.035 0.640 0.4 0.6 0.1
H -0.141 2.550 -0.179 -0.4 0.8 0.7
H -2.525 -0.927 -1.388 -1.6 -0.1 -1.4
H -1.980 -0.466 1.919 0.2 -0.3 0.0
H -3.271 -1.599 1.405 0.7 -0.3 -0.5
H -3.304 0.049 0.970 0.0 0.0 0.0
```
Forces are in eV/Å.

Its HOMO energy (spin up / spin down) is -7.293 / -7.388 eV. Its SMILES is CC/C=C\C#[PH]C. Its spin multiplicity is 1. The molecular weight is 114.13 g mol⁻¹. Its gap between HOMO and LUMO (spin up / spin down) is 6.65 / 6.94 eV. As for the largest force on an atom: 3.7 eV/Å. The value obtained for the lowest unoccupied orbital energy (spin up / spin down) is -0.65 / -0.45 eV.

---

Molecular formula: C6H11P
Method: DFT, ωB97M-V/def2-TZVPD

```
18
Properties=species:S:1:pos:R:3:forces:R:3
C -3.345 -0.864 -0.051 -0.5 -0.3 0.1
C -2.440 0.033 -0.376 1.1 -0.2 0.2
P -0.825 0.288 0.358 1.4 0.6 -1.0
C -0.618 2.094 0.118 0.0 -0.3 0.3
C 0.733 -0.391 0.081 -2.1 0.2 0.5
C 1.948 0.436 -0.201 -0.1 0.1 0.0
C 0.889 -1.874 0.164 -0.2 0.0 -0.1
H -4.264 -0.876 -0.621 -0.2 0.0 -0.1
H -3.302 -1.601 0.740 0.1 0.0 0.1
H -1.565 2.573 0.352 0.0 0.0 0.0
H -0.369 2.292 -0.924 0.0 0.0 0.0
H 0.164 2.488 0.764 0.0 0.1 0.0
H 2.130 1.174 0.580 0.1 0.1 0.0
H 1.853 0.976 -1.145 0.1 0.0 -0.1
H 2.821 -0.211 -0.264 0.1 0.0 0.0
H 1.653 -2.147 0.895 0.0 0.0 0.0
H 1.197 -2.285 -0.800 0.0 -0.1 -0.1
H -0.053 -2.342 0.447 0.0 -0.2 0.0
```
Forces are in eV/Å.

Its HOMO energy (spin up / spin down) is -7.278 / -7.255 eV. Its SMILES is C=C=P(C)=C(C)C. Its spin multiplicity is 1. The molecular weight is 114.13 g mol⁻¹. Its gap between HOMO and LUMO (spin up / spin down) is 7.13 / 7.06 eV. As for the largest force on an atom: 2.2 eV/Å. The value obtained for the lowest unoccupied orbital energy (spin up / spin down) is -0.15 / -0.19 eV.

---

Molecular formula: C6H11P
Method: DFT, ωB97M-V/def2-TZVPD

```
18
Properties=species:S:1:pos:R:3:forces:R:3
C 0.625 -2.024 1.598 -0.9 1.7 2.0
C -3.487 2.602 -0.788 0.5 -1.6 1.2
C -0.383 -1.944 0.514 -0.5 -1.5 3.0
C -3.770 1.414 -0.782 -0.2 2.1 -0.2
C 0.500 1.778 -0.847 0.2 1.2 3.9
C 0.943 0.441 -0.294 -3.5 0.0 -1.2
P -0.379 -0.797 -0.752 0.3 2.8 -3.4
H 0.187 -2.307 2.668 1.3 0.3 -2.4
H 1.348 -1.129 1.667 -1.7 -0.9 0.2
H -2.996 3.485 -0.381 -0.5 -0.3 -0.8
H 1.297 -2.668 1.138 1.7 -2.4 0.1
H -1.248 -2.595 0.439 0.2 -0.2 0.6
H -4.260 0.469 -0.802 0.2 -0.1 -0.2
H -0.565 1.978 -0.563 1.0 0.1 -0.4
H 1.212 2.532 -0.366 -1.2 -0.5 -0.8
H 0.656 1.782 -1.838 0.1 0.4 -3.7
H 0.989 0.631 0.712 0.7 -0.4 2.6
H 1.797 0.121 -0.771 2.4 -0.6 -0.5
```
Forces are in eV/Å.

Its HOMO energy (spin up / spin down) is -5.899 / -9.011 eV. Its spin multiplicity is 3. The molecular weight is 114.13 g mol⁻¹. Its gap between HOMO and LUMO (spin up / spin down) is 6.95 / 7.18 eV. As for the largest force on an atom: 4.4 eV/Å. As for the expectation value of S²: 2.01. The value obtained for the lowest unoccupied orbital energy (spin up / spin down) is 1.05 / -1.83 eV.

---

For the records above, the corresponding ΔE to the lowest compared entry with this formula, charge and spin values read 13.71; 0.00; 27.47; 84.42; 61.44; 54.49 kcal/mol.